(1)
67
Properties=species:S:1:pos:R:3 method="wB97M-V/def2-TZVPD" homo_ev="-7.012 / -6.886" s_squared=0.790 multiplicity=2 e_above_lowest_kj_mol=92.2
Mn -0.87 -0.22 -0.52
C 0.62 -0.86 3.51
C 0.32 -0.93 2.06
N -0.60 -0.26 1.46
N -1.20 0.79 2.15
C -1.03 1.82 1.35
O -0.55 1.73 0.16
C -1.42 3.16 1.87
C -1.05 4.30 1.15
C -1.40 5.55 1.61
C -2.13 5.69 2.78
C -2.51 4.56 3.50
C -2.15 3.30 3.04
C 1.24 -1.60 1.11
C 2.43 -2.13 1.46
C 3.46 -2.38 0.46
C 3.26 -2.08 -0.82
C 1.93 -1.64 -1.33
N 0.86 -1.42 -0.28
H 0.05 -0.05 3.96
H 1.68 -0.70 3.69
H 0.34 -1.80 4.00
H -0.49 4.17 0.24
H -1.10 6.43 1.06
H -2.41 6.67 3.14
H -3.08 4.66 4.41
H -2.43 2.41 3.59
H 2.68 -2.26 2.50
H 4.42 -2.74 0.81
H 4.05 -2.19 -1.55
H 1.98 -0.81 -2.03
C -2.40 -1.41 -1.68
C -3.11 -0.61 -0.74
C -2.88 0.74 -1.06
C -1.99 0.79 -2.15
C -1.68 -0.52 -2.54
C -0.89 -0.92 -3.75
C -1.45 2.03 -2.81
C -3.52 1.92 -0.40
C -4.01 -1.14 0.34
C -2.58 -2.89 -1.84
H 0.14 -0.53 -3.73
H -1.34 -0.53 -4.67
H -0.82 -2.00 -3.85
H -0.36 2.11 -2.69
H -1.89 2.93 -2.38
H -1.66 2.03 -3.88
H -2.81 2.74 -0.25
H -3.93 1.67 0.58
H -4.33 2.31 -1.01
H -3.46 -1.37 1.25
H -4.50 -2.06 0.02
H -4.79 -0.43 0.59
H -2.30 -3.22 -2.84
H -3.63 -3.16 -1.71
H -2.00 -3.47 -1.12
C 0.35 -4.92 -2.62
N 1.17 -3.73 -2.67
C 2.18 -3.64 -3.70
C 1.09 -2.82 -1.70
N 0.23 -2.72 -0.72
H -0.36 -4.95 -3.45
H -0.21 -4.93 -1.69
H 0.98 -5.81 -2.66
H 1.75 -3.90 -4.67
H 3.02 -4.31 -3.51
H 2.55 -2.62 -3.77

=====

(2)
67
Properties=species:S:1:pos:R:3 method="wB97M-V/def2-TZVPD" smiles="c1ccc(CNc2cc3c(cn2)[nH]c2ccccc23)cc1.CNC(=O)[C@H](CC(C)C)NC(C)=O" homo_ev=-7.292 e_above_lowest_kj_mol=0.0
C 1.39 -7.33 1.48
C 1.33 -6.82 0.18
C 0.49 -5.74 -0.10
C -0.31 -5.17 0.90
C -1.24 -4.02 0.59
N -0.72 -2.79 1.20
C -1.34 -1.57 1.12
C -2.27 -1.24 0.13
C -2.77 0.05 0.13
C -2.37 0.95 1.10
C -1.47 0.52 2.08
N -0.96 -0.73 2.08
N -3.00 2.16 0.81
C -3.81 2.04 -0.33
C -4.62 2.93 -1.03
C -5.31 2.48 -2.17
C -5.18 1.15 -2.60
C -4.35 0.26 -1.90
C -3.68 0.73 -0.77
C -0.24 -5.69 2.20
C 0.61 -6.77 2.49
H 2.05 -8.17 1.71
H 1.94 -7.26 -0.60
H 0.45 -5.34 -1.11
H -2.24 -4.24 0.97
H -1.31 -3.89 -0.50
H -0.12 -2.88 2.02
H -2.56 -1.95 -0.64
H -1.16 1.22 2.86
H -2.87 3.03 1.34
H -4.72 3.96 -0.70
H -5.95 3.16 -2.72
H -5.71 0.81 -3.48
H -4.23 -0.77 -2.22
H -0.84 -5.26 2.99
H 0.65 -7.17 3.50
C 4.05 1.92 2.03
N 2.77 2.47 2.48
C 1.68 2.77 1.76
O 0.67 3.10 2.36
C 1.64 2.69 0.21
C 1.25 1.28 -0.26
C 0.96 1.12 -1.76
C 0.69 -0.35 -2.08
C -0.24 1.95 -2.22
N 2.87 3.11 -0.47
C 3.35 4.35 -0.44
C 4.63 4.60 -1.22
O 2.83 5.27 0.17
H 3.89 1.11 1.32
H 4.60 1.53 2.89
H 4.65 2.70 1.57
H 2.65 2.61 3.47
H 0.84 3.38 -0.08
H 2.05 0.59 0.01
H 0.36 0.97 0.28
H 1.84 1.44 -2.34
H 0.53 -0.47 -3.15
H 1.55 -0.95 -1.78
H -0.19 -0.69 -1.55
H -0.45 1.75 -3.27
H -1.12 1.68 -1.63
H -0.04 3.01 -2.10
H 3.36 2.42 -1.01
H 4.45 4.41 -2.27
H 5.41 3.94 -0.84
H 4.93 5.63 -1.08

=====

(3)
71
Properties=species:S:1:pos:R:3 method="wB97M-V/def2-TZVPD" smiles="C[C@@H]1N[C@@H](c2cn(-c3ccccc3)nn2)[C@H](O)[C@@H]1O.CNC(=O)[C@H](Cc1c[nH]c2ccccc12)NC(C)=O" homo_ev=-8.008 e_above_lowest_kj_mol=118.6
C -0.57 3.26 -1.42
C 0.29 2.03 -1.12
N 1.60 2.09 -1.80
C 2.04 0.71 -2.10
C 3.41 0.36 -1.56
C 4.58 0.93 -1.97
N 5.58 0.27 -1.29
C 6.96 0.45 -1.45
C 7.85 -0.61 -1.18
C 9.23 -0.45 -1.34
C 9.74 0.78 -1.77
C 8.88 1.84 -2.04
C 7.49 1.68 -1.88
N 5.00 -0.67 -0.48
N 3.72 -0.61 -0.62
C 0.92 -0.20 -1.57
O 0.70 -1.35 -2.38
C -0.30 0.71 -1.61
O -0.77 0.82 -2.97
H -1.57 3.13 -1.00
H -0.67 3.41 -2.50
H -0.12 4.15 -0.99
H 0.44 1.97 -0.04
H 2.28 2.58 -1.22
H 2.08 0.59 -3.19
H 4.68 1.71 -2.71
H 7.46 -1.56 -0.84
H 9.90 -1.27 -1.12
H 10.82 0.91 -1.89
H 9.28 2.80 -2.37
H 6.84 2.52 -2.09
H 1.13 -0.49 -0.53
H 0.05 -1.11 -3.07
H -1.10 0.35 -0.96
H -0.13 1.38 -3.45
C -7.45 -1.95 -0.90
N -6.26 -1.67 -0.11
C -5.58 -2.58 0.60
O -5.92 -3.76 0.63
C -4.37 -2.09 1.40
C -3.22 -1.62 0.49
C -2.25 -0.70 1.15
C -1.01 -1.03 1.59
N -0.41 0.08 2.15
C -1.23 1.19 2.09
C -1.06 2.52 2.50
C -2.11 3.44 2.27
C -3.29 3.01 1.63
C -3.44 1.67 1.23
C -2.41 0.72 1.45
N -3.88 -3.12 2.33
C -3.46 -2.89 3.58
C -3.09 -4.11 4.39
O -3.40 -1.78 4.08
H -8.34 -1.86 -0.28
H -7.42 -2.97 -1.30
H -7.53 -1.26 -1.74
H -5.92 -0.72 -0.09
H -4.70 -1.23 1.98
H -3.63 -1.09 -0.36
H -2.69 -2.49 0.11
H -0.58 -2.02 1.53
H 0.51 0.06 2.58
H -0.15 2.84 2.99
H -2.00 4.47 2.58
H -4.08 3.72 1.46
H -4.35 1.36 0.74
H -3.97 -4.07 2.03
H -2.76 -3.79 5.37
H -3.96 -4.76 4.48
H -2.28 -4.64 3.89

=====

(4)
62
Properties=species:S:1:pos:R:3 method="wB97M-V/def2-TZVPD" total_charge=+1 homo_ev=-11.053 e_above_lowest_kj_mol=69.7
C -2.72 2.80 -0.77
C -2.45 1.32 -0.80
C -1.21 0.92 -0.44
C -3.55 0.38 -1.25
Si -4.90 -0.09 0.03
C -6.20 -1.17 -0.79
C -4.07 -1.04 1.41
C -5.73 1.45 0.70
H -3.65 3.07 -1.28
H -2.76 3.19 0.25
H -1.90 3.33 -1.28
H -0.93 -0.13 -0.44
H -0.51 1.65 -0.05
H -4.13 0.83 -2.07
H -3.12 -0.57 -1.59
H -6.96 -1.47 -0.06
H -6.71 -0.63 -1.61
H -5.75 -2.08 -1.21
H -4.80 -1.30 2.18
H -3.62 -1.96 1.03
H -3.27 -0.43 1.87
H -6.50 1.17 1.43
H -5.01 2.11 1.21
H -6.22 2.02 -0.09
C 1.75 0.05 -6.53
C 1.80 0.44 -5.09
C 2.39 1.65 -4.70
C 2.40 2.04 -3.38
C 1.81 1.22 -2.37
C 1.75 1.71 -1.04
C 1.95 0.99 0.16
C 2.11 -0.42 0.26
C 2.05 -1.06 1.48
C 1.94 -0.30 2.66
O 1.91 -0.86 3.92
C 2.94 -1.72 4.33
C 3.84 -1.23 5.29
C 4.97 -1.98 5.58
C 5.17 -3.23 4.98
C 4.22 -3.73 4.09
C 3.08 -2.99 3.77
C 1.85 1.10 2.60
C 1.93 1.74 1.39
C 1.24 -0.01 -2.77
C 1.24 -0.38 -4.11
H 1.55 -1.02 -6.64
H 0.96 0.60 -7.07
H 2.70 0.29 -7.03
H 2.85 2.28 -5.47
H 2.85 2.99 -3.08
H 1.76 2.80 -0.93
H 2.26 -1.01 -0.65
H 2.09 -2.15 1.54
H 3.65 -0.26 5.75
H 5.70 -1.58 6.29
H 6.06 -3.82 5.22
H 4.35 -4.71 3.62
H 2.31 -3.37 3.09
H 1.77 1.66 3.54
H 1.93 2.83 1.34
H 0.74 -0.63 -2.03
H 0.79 -1.33 -4.41